*A*
Computed, not measured: a 2-piece molecular cluster, C5H11NO overall, with wB97M-V/def2-TZVPD.

Multiplicity ... 2
Total charge ... -1
Lowest unoccupied orbital energy (alpha / beta) ... 0.1528 / 0.1457 Ha
E_HOMO (alpha / beta) ... 0.69 / -3.60 eV

Each atom is followed by the atoms it is bonded to, with distances in Å.
Atoms and positions in Å:
1 C -1.140 2.322 0.698  C2 1.355, H7 1.083, H8 1.077
2 C -0.499 1.578 -0.235  C1 1.355, N3 1.353, H9 1.089
3 N 0.742 1.057 -0.098  C2 1.353, C4 1.466, H10 1.007
4 C 1.312 -0.068 -0.846  N3 1.466, C6 1.479, H11 1.091, H12 1.095
5 C -0.405 -1.764 -1.479  C6 1.409, H13 1.083, H14 1.082
6 C 0.655 -1.377 -0.636  C4 1.479, C5 1.409, H15 1.081
7 H -0.776 2.343 1.718  C1 1.083
8 H -2.029 2.876 0.448  C1 1.077
9 H -0.952 1.343 -1.197  C2 1.089
10 H 1.263 1.331 0.719  N3 1.007
11 H 2.368 -0.082 -0.574  C4 1.091
12 H 1.327 0.181 -1.912  C4 1.095
13 H -0.993 -2.647 -1.262  C5 1.083
14 H -0.716 -1.150 -2.314  C5 1.082
15 H 1.074 -2.040 0.109  C6 1.081
16 H -0.230 -1.214 1.514  O18 0.979
17 H -0.919 -1.237 2.894  O18 0.969
18 O -0.083 -1.452 2.453  H16 0.979, H17 0.969

=====

*B*
Computed, not measured: a 2-piece molecular cluster, C5H11NO overall, with wB97M-V/def2-TZVPD.

Multiplicity ... 2
Total charge ... -1
Lowest unoccupied orbital energy (alpha / beta) ... 0.0955 / 0.0954 Ha
E_HOMO (alpha / beta) ... 0.62 / -2.34 eV

Each atom is followed by the atoms it is bonded to, with distances in Å.
Atoms and positions in Å:
1 N -3.115 1.457 1.722  C2 1.447, H7 1.021, H8 1.022
2 C -1.675 1.314 1.721  N1 1.447, C3 1.384, H9 1.086
3 C -0.862 1.482 0.614  C2 1.384, C4 1.421, H10 1.088
4 C 0.462 0.981 0.498  C3 1.421, C5 1.394, H11 1.088
5 C 1.447 1.630 -0.246  C4 1.394, C6 1.514, H12 1.087
6 C 2.864 1.125 -0.420  C5 1.514, H13 1.099, H14 1.099, H15 1.092
7 H -3.518 0.759 1.094  N1 1.021
8 H -3.381 2.346 1.296  N1 1.022
9 H -1.226 0.988 2.655  C2 1.086
10 H -1.268 1.926 -0.293  C3 1.088
11 H 0.626 0.064 1.059  C4 1.088
12 H 1.154 2.444 -0.904  C5 1.087
13 H 3.036 0.702 -1.420  C6 1.099
14 H 3.127 0.391 0.355  C6 1.099
15 H 3.546 1.973 -0.330  C6 1.092
16 H -0.143 -6.148 -3.402  O18 0.961
17 H 0.831 -6.865 -2.479  O18 0.959
18 O 0.639 -6.007 -2.861  H16 0.961, H17 0.959

=====

*C*
Computed, not measured: an isolated ion of composition C5H11NO and charge -1, with wB97M-V/def2-TZVPD.

Multiplicity ... 2
Total charge ... -1
Lowest unoccupied orbital energy (alpha / beta) ... 0.1554 / 0.1536 Ha
E_HOMO (alpha / beta) ... -0.04 / -3.05 eV

Each atom is followed by the atoms it is bonded to, with distances in Å.
Atoms and positions in Å:
1 C 1.349 1.667 1.232  N2 1.455, H8 1.087, H9 1.095, H10 1.081
2 N 1.208 0.298 0.759  C1 1.455, C5 1.510, H11 1.010
3 C -1.725 -1.771 -0.078  C4 1.535, H12 1.095, H13 1.101, H14 1.081
4 C -0.275 -1.332 -0.328  C3 1.535, C5 1.527, H15 1.094, H16 1.088
5 C -0.027 0.156 -0.099  N2 1.510, C4 1.527, C6 1.500, H17 1.104
6 C 0.042 0.896 -1.402  C5 1.500, O7 1.291, H18 1.097
7 O 0.094 2.185 -1.432  C6 1.291
8 H 0.448 1.930 1.780  C1 1.087
9 H 2.252 1.778 1.842  C1 1.095
10 H 1.452 2.384 0.430  C1 1.081
11 H 1.949 0.126 0.094  N2 1.010
12 H -2.069 -2.518 -0.801  C3 1.095
13 H -1.749 -2.293 0.891  C3 1.101
14 H -2.417 -0.943 -0.030  C3 1.081
15 H 0.452 -1.898 0.262  C4 1.094
16 H 0.007 -1.511 -1.363  C4 1.088
17 H -0.836 0.544 0.544  C5 1.104
18 H -0.156 0.302 -2.302  C6 1.097

=====

Stability summary - winner: *C*; margin: 103.7 kJ/mol.